(1)
Molecular formula: C2H3NO2S
Method: DFT, ωB97M-V with the def2-TZVPD basis set

```
9
Properties=species:S:1:pos:R:3:forces:R:3
C 0.08494 0.13291 0.11115 1.357 1.169 0.198
C -1.17464 -0.34068 0.54039 -0.910 1.742 3.532
N 0.68297 -0.44231 -0.88260 -1.545 0.013 0.271
O -3.06748 -0.21528 2.63999 -1.158 -0.662 -0.186
O -1.13301 1.18416 3.02655 1.249 0.950 0.465
S -2.02109 0.58260 2.09677 1.376 -1.343 -2.087
H 0.47891 0.98598 0.81751 -0.319 -1.467 -1.469
H -2.10105 -0.63471 0.14002 -0.439 -0.878 -1.458
H 1.57247 -0.12498 -1.23374 0.389 0.475 0.733
```
Positions in Å, forces in eV/Å.

Properties
- Kohn-Sham gap (alpha / beta): 7.9 / 7.1 eV
- Total energy: -681.27455 a.u.
- SMILES string: [H]/N=C/C=S(=O)=O

(2)
Molecular formula: C2H3NO2S
Method: DFT, ωB97M-V with the def2-TZVPD basis set

```
9
Properties=species:S:1:pos:R:3:forces:R:3
C -0.07369 -0.46904 -0.74148 -0.030 0.183 -0.202
C 1.13165 -0.88960 -0.06415 -2.059 -3.537 -1.701
N -0.84909 0.08674 -1.38275 -0.779 -0.806 0.766
O -1.88233 0.50745 -1.83317 -0.537 0.870 -0.969
O -1.03682 2.14022 2.57583 0.066 0.175 0.516
S -1.17400 1.69054 1.18169 -0.154 -0.064 -0.411
H 1.63473 -1.43828 -0.90526 0.837 0.797 1.464
H 1.41406 -0.04933 0.42394 2.404 2.505 1.041
H 0.83549 -1.57869 0.74534 0.252 -0.123 -0.505
```
Positions in Å, forces in eV/Å.

Properties
- Kohn-Sham gap (alpha / beta): 7.7 / 7.6 eV
- Total energy: -681.24408 a.u.
- SMILES string: CC#[N+][O-].O=S

(3)
Molecular formula: C2H3NO2S
Method: DFT, ωB97M-V with the def2-TZVPD basis set

```
9
Properties=species:S:1:pos:R:3:forces:R:3
C -0.60731 1.27914 -0.12961 -0.998 -1.496 -0.317
C 1.09079 -0.64052 0.05426 2.198 1.080 -1.557
H -1.29973 -1.44157 0.70798 0.888 1.626 -1.440
H -1.69790 1.28614 -0.26571 -0.194 0.247 0.106
H 1.17211 -1.83446 0.19357 -0.932 3.011 -0.142
N -0.20251 -0.05875 -0.24301 5.002 -0.906 2.035
O -1.09167 -1.01268 -0.19533 -4.588 -3.363 0.469
O 0.10986 2.19716 0.02021 0.841 1.341 0.194
S 2.52637 0.22554 -0.14235 -2.217 -1.540 0.652
```
Positions in Å, forces in eV/Å.

Properties
- Kohn-Sham gap: 8.2 eV
- Total energy: -681.31688 a.u.
- SMILES string: O=CN(O)C=S

(4)
Molecular formula: C2H3NO2S2
Method: DFT, ωB97M-V with the def2-TZVPD basis set

```
10
Properties=species:S:1:pos:R:3:forces:R:3
C 0.19040 1.32967 1.36342 -1.231 0.252 -1.239
C -1.18239 -1.77422 -0.92545 3.423 0.761 4.636
N 1.17853 1.51122 0.45454 2.157 0.573 -1.020
O -0.26310 0.97500 2.36684 0.485 -1.194 2.527
O 1.74198 0.39473 -0.17631 -1.025 -1.521 1.455
S -0.47007 2.07936 -0.04130 -0.481 0.736 -1.443
S -0.82563 -1.74125 0.71923 -0.607 -0.395 -2.678
H -2.16747 -1.77714 -1.15601 -2.805 -0.278 -1.336
H -0.36275 -1.58727 -1.59511 -0.092 -0.213 -0.583
H 2.16050 0.58990 -1.00985 0.177 1.278 -0.319
```
Positions in Å, forces in eV/Å.

Properties
- Kohn-Sham gap: 8.3 eV
- Total energy: -1079.43747 a.u.
- SMILES string: O=C1SN1O.C=S

Relative energy (zero: lowest compared OMol25 entry of this formula, charge and spin) in kcal/mol, matching the order above: 115.9, 135.1, 89.4, 115.0